# 1
C13H22FNO4S | ωB97M-V with the def2-TZVPD basis set

Results
Multiplicity   1
Energy above the lowest of the compared OMol25 structures with the same formula, charge and spin   0.000 eV
Energy   -37064.00570 eV

The geometry in XYZ format:
```
42
Properties=species:S:1:pos:R:3:forces:R:3:lowdin_charge:R:1
C -0.275152 -3.049312 1.818453 2.8 -0.5 2.1 -0.005
C 0.190839 -3.230953 0.416306 0.8 0.2 -0.1 -0.375
O 0.972551 -4.085316 0.095213 -1.1 1.4 -0.5 0.126
N -0.315684 -2.137432 -0.606854 -2.2 -4.1 0.3 0.035
H -1.338179 -2.394918 -0.654740 1.0 -0.6 -0.7 0.181
H -0.664132 -1.228873 -0.130500 1.8 3.0 1.4 0.053
C 0.406616 -2.187560 -1.933477 -0.2 4.3 4.2 0.040
H 0.227747 -3.893383 2.500037 -1.3 1.8 -1.7 0.145
H -1.299473 -2.968074 2.019652 -1.7 -0.2 -0.2 0.061
H 0.077087 -2.056721 2.207806 0.0 -0.6 -0.6 0.099
H 0.764412 -3.096255 -2.080204 1.3 -4.2 -0.8 0.038
H 1.222786 -1.523667 -1.636879 0.2 0.0 -1.1 0.082
H -0.197330 -1.796995 -2.672374 -1.1 0.8 -1.6 0.078
O -0.537157 0.037351 0.763402 0.7 -3.0 -0.1 -0.365
H -0.963705 0.806585 0.486212 -0.9 1.6 -0.6 -0.164
F 6.564328 -2.680420 -1.658881 -2.3 1.0 1.4 -0.001
C 5.418523 -2.076060 -1.070111 0.5 2.1 -3.8 -0.240
C 4.714031 -1.059528 -1.807944 2.9 -0.2 -3.1 -0.039
C 3.636835 -0.417843 -1.273539 -1.2 2.1 -3.4 -0.172
C 3.168094 -0.722453 -0.045951 -0.2 -0.7 3.8 -0.141
C 3.826301 -1.707369 0.739936 -1.2 -0.3 -0.2 -0.059
C 4.940599 -2.355873 0.138854 0.1 -3.3 4.4 -0.069
H 5.084863 -0.663231 -2.906687 -0.8 -1.5 3.0 0.167
H 3.077222 0.354261 -2.002898 1.3 -1.7 2.1 0.158
H 2.389754 -0.137584 0.450115 -0.2 -0.3 -0.5 0.101
H 3.337279 -2.075564 1.765765 1.6 1.0 -2.4 0.150
H 5.410540 -3.246003 0.730742 -0.7 1.8 -1.1 0.152
C -2.882939 4.041063 -0.679427 2.1 1.7 2.7 -0.123
C -2.216952 2.851440 0.093016 0.3 4.2 0.4 -0.295
C -3.112665 1.994359 0.781307 -5.5 -1.1 -1.5 -0.262
S -4.362371 3.113174 1.362966 -1.2 -2.6 -1.0 0.564
O -4.054775 3.382693 2.681226 1.5 1.8 4.9 -0.279
O -5.666666 2.573927 1.174718 -1.2 -0.2 -1.3 -0.307
C -3.998269 4.504333 0.419165 -1.1 0.7 -5.9 -0.221
H -3.363959 3.751356 -1.565499 -0.6 -0.5 -1.2 0.068
H -1.969462 4.871056 -0.983140 -3.0 -2.1 1.1 0.180
H -1.525436 3.259798 0.834929 -0.1 0.3 0.1 0.145
H -1.632385 2.306612 -0.469195 3.2 -2.6 -3.5 0.049
H -2.681657 1.454925 1.557770 0.5 -1.0 1.5 0.086
H -3.875606 1.345060 0.175481 2.1 0.6 0.4 0.153
H -3.590208 5.120169 1.115836 1.2 2.2 1.8 0.049
H -4.906245 5.023223 -0.150609 1.8 -1.4 1.6 0.157
```
Positions in Å, forces in eV/Å.

# 2
C6H15NO | ωB97M-V with the def2-TZVPD basis set

Results
Multiplicity   1
Energy above the lowest of the compared OMol25 structures with the same formula, charge and spin   3.831 eV
Energy   -9999.92624 eV

The geometry in XYZ format:
```
23
Properties=species:S:1:pos:R:3:forces:R:3:lowdin_charge:R:1
C -2.323029 0.962542 -1.716279 -2.7 2.0 -0.5 -0.119
C -1.547528 1.854200 -0.740845 2.0 -6.9 1.3 -0.234
C 0.007197 1.659244 -0.980447 -1.1 0.5 -0.2 -0.205
C 0.595718 0.208688 -0.802584 0.3 1.4 -3.2 -0.260
N 3.930917 -0.414072 0.926537 -2.5 -0.6 -2.3 0.025
C 2.595604 -0.625160 0.559628 -2.1 1.8 1.5 -0.201
C 1.989426 0.231730 -0.345864 2.7 0.4 0.1 -0.190
H -1.707793 0.523121 -2.437248 1.0 -0.9 -1.0 0.038
H -3.079956 0.243470 -1.370011 1.0 -0.2 0.8 0.075
H -3.056620 1.551768 -2.290698 0.5 0.4 -0.3 0.068
H -1.721949 2.818231 -0.581921 -1.3 4.1 -0.2 0.045
H -1.800620 1.332794 0.214850 0.5 0.8 0.0 0.108
H 0.521247 2.343029 -0.279088 0.0 -0.2 -0.6 0.100
H 0.095328 1.998801 -2.062084 0.6 -0.3 1.3 0.120
H 0.041386 -0.389045 -0.148517 -1.3 -1.0 0.7 0.083
H 0.637294 -0.190318 -1.886090 -0.5 -0.1 1.7 0.130
H 4.364175 0.325493 0.454531 1.0 0.8 -0.2 0.060
H 4.266930 -0.811367 1.721307 1.2 -0.9 2.3 0.032
H 1.940215 -1.248892 1.410160 1.8 1.3 -2.9 0.169
H 2.611128 1.098738 -0.943651 -1.0 -2.4 1.7 0.155
H -2.294375 -3.997295 4.240849 -1.4 -1.8 -1.5 0.089
H -3.420646 -4.667823 3.318648 -3.7 1.3 -1.8 -0.042
O -2.644039 -4.807877 3.738815 5.1 0.5 3.3 -0.047
```
Positions in Å, forces in eV/Å.

# 3
C4H10NO3 | ωB97M-V with the def2-TZVPD basis set

Results
Multiplicity   1
Energy above the lowest of the compared OMol25 structures with the same formula, charge and spin   1.813 eV
Net charge   +1
Energy   -11934.79891 eV

The geometry in XYZ format:
```
18
Properties=species:S:1:pos:R:3:forces:R:3:lowdin_charge:R:1
C -0.196256 1.694858 0.197884 0.3 -0.2 -0.1 -0.090
C 0.286993 -0.621732 -0.277913 -3.6 1.7 0.7 -0.087
C 0.966918 0.672361 0.181044 -0.5 -0.3 0.1 -0.342
C -1.444351 -0.211552 0.209935 3.5 -1.4 -0.4 -0.317
N 0.785278 -1.854834 0.373967 0.3 -0.3 0.2 0.229
O -1.264656 1.000456 0.818096 -0.3 0.1 0.1 -0.036
O 2.070949 1.016972 -0.584128 0.5 0.2 -0.2 0.021
O -2.098454 -0.231906 -0.984199 -0.2 0.2 -0.4 0.048
H 0.014330 2.583840 0.787565 0.1 -0.1 -0.1 0.149
H -0.458327 1.974417 -0.828677 0.0 0.1 0.0 0.144
H 0.263399 -0.723169 -1.359957 0.2 -0.2 0.1 0.156
H 1.335535 0.544245 1.206801 -0.1 0.1 0.0 0.168
H -1.813355 -0.942504 0.942802 -0.1 0.2 -0.1 0.157
H 0.174325 -2.142150 1.151957 0.3 0.0 -0.2 0.178
H 1.726510 -1.671342 0.754297 -0.2 -0.3 -0.1 0.183
H 0.843109 -2.631481 -0.298485 0.0 0.2 0.3 0.188
H 1.815808 1.461962 -1.401566 0.0 0.0 0.0 0.118
H -3.007755 0.081567 -0.889418 -0.1 0.0 0.1 0.135
```
Positions in Å, forces in eV/Å.

# 4
C3H6N2O2 | ωB97M-V with the def2-TZVPD basis set

Results
Multiplicity   1
Energy above the lowest of the compared OMol25 structures with the same formula, charge and spin   1.754 eV
Energy   -10283.04297 eV

The geometry in XYZ format:
```
13
Properties=species:S:1:pos:R:3:forces:R:3:lowdin_charge:R:1
N 0.940799 -0.016044 2.119429 0.1 0.0 0.0 0.167
C 0.571154 -0.030973 0.815375 0.3 -0.1 -0.1 -0.493
O 1.384407 -0.295512 -0.051940 -0.1 0.0 0.4 0.056
C -0.892320 0.246778 0.447263 0.1 0.1 0.1 -0.114
O -1.143136 -0.615746 -0.640700 0.0 0.0 -0.1 -0.078
C -0.385453 -0.353032 -1.754334 -0.2 0.1 -0.4 -0.325
N -0.270478 0.802928 -2.241215 -0.3 -0.4 0.0 0.127
H 1.866595 -0.395577 2.257241 -0.1 0.1 0.3 0.114
H 0.275940 -0.095402 2.865773 -0.1 0.0 0.0 0.099
H -1.056955 1.295930 0.173773 0.2 -0.1 0.1 0.127
H -1.589090 -0.011832 1.254461 0.2 -0.1 -0.2 0.128
H 0.037415 -1.286984 -2.138061 -0.2 0.2 -0.1 0.136
H 0.261123 0.755465 -3.107065 0.1 0.1 0.2 0.056
```
Positions in Å, forces in eV/Å.

# 5
C6H7N2O3S | ωB97M-V with the def2-TZVPD basis set

Results
Multiplicity   1
Energy above the lowest of the compared OMol25 structures with the same formula, charge and spin   1.038 eV
Net charge   -1
Energy   -26292.45418 eV

The geometry in XYZ format:
```
19
Properties=species:S:1:pos:R:3:forces:R:3:lowdin_charge:R:1
C 1.775089 -1.594207 0.234584 2.7 -1.0 2.9 -0.119
C 1.264282 -1.035937 -0.876657 -0.4 1.4 -0.1 -0.118
C 1.877586 -0.837514 1.477672 0.1 0.5 -1.0 -0.086
C 0.760783 0.284575 -0.858651 -0.2 -0.9 0.0 -0.080
C 1.522531 0.527813 1.399475 -1.3 0.6 2.4 -0.061
C 0.832757 1.067440 0.272126 1.5 -1.5 0.9 -0.315
N -0.524801 2.892992 -0.089911 -2.9 0.3 -2.0 0.072
N 0.409061 2.409309 0.481356 2.6 -0.3 1.4 -0.072
O -2.222780 1.020903 -1.406002 -1.1 -0.2 0.7 -0.529
O -3.714185 -0.500128 0.442833 1.5 2.2 0.0 -0.374
O -2.120734 -1.352658 -1.383186 -0.3 -0.7 0.1 -0.509
S -2.176757 -0.175464 -0.510657 0.0 -0.2 0.3 0.683
H 2.379338 -2.573733 0.172097 -1.5 1.3 0.2 0.117
H 1.225340 -1.613066 -1.766633 -0.2 -0.2 -0.7 0.097
H 2.281411 -1.307748 2.425555 -0.5 0.7 -1.4 0.100
H 0.182873 0.532045 -1.713951 -0.2 0.8 -0.7 0.084
H 1.471207 1.283826 2.348351 0.5 -2.1 -2.3 0.142
H -1.063124 2.185530 -0.693381 0.4 0.7 0.4 0.016
H -4.159878 -1.213977 0.044983 -0.8 -1.5 -1.2 -0.048
```
Positions in Å, forces in eV/Å.

# 6
C35H40F3Ge2I2PdSb | ωB97M-V with the def2-TZVPD basis set

Results
Multiplicity   3
Energy above the lowest of the compared OMol25 structures with the same formula, charge and spin   0.000 eV
<S²>   2.009
Net charge   +2
Energy   -184330.35132 eV

The geometry in XYZ format:
```
84
Properties=species:S:1:pos:R:3:forces:R:3:lowdin_charge:R:1
Pd -0.168489 -0.032886 0.734381 0.2 0.3 -0.1 -0.052
I 2.183387 0.625567 -0.662769 0.0 -0.1 0.0 0.985
C 1.860558 2.650256 -0.110645 0.1 0.0 0.0 -1.053
I -0.121735 2.948969 0.575590 0.0 0.0 0.0 0.954
H 2.026908 3.267779 -0.986220 0.0 0.0 0.0 -0.017
H 2.543322 2.891641 0.695628 0.0 0.0 0.0 -0.017
C -4.648234 0.458156 1.271421 -0.1 0.0 0.0 -0.150
C -3.256780 1.000154 0.936762 0.0 0.0 0.0 -0.377
Ge -2.368265 -0.175297 -0.378017 -0.4 0.0 -0.2 0.848
C -2.360340 0.553910 -2.183501 0.1 0.0 -0.1 -0.349
C -3.808422 0.558401 -2.692084 0.0 0.0 0.0 -0.147
C -2.978353 -1.999705 -0.206750 0.1 -0.1 0.0 -0.227
C -2.124922 -2.989457 0.095766 -0.1 -0.1 0.0 -0.343
Ge -0.243362 -2.441192 0.025936 0.1 -0.3 -0.1 0.908
C 0.398228 -2.484601 -1.825392 0.0 0.1 -0.1 -0.368
C 0.405198 -3.908260 -2.389098 0.0 0.0 0.0 -0.143
C 1.182770 -3.016061 1.257452 0.1 0.0 0.0 -0.349
C 1.229154 -4.500906 1.628540 0.0 0.0 0.0 -0.138
C -2.542723 -4.380978 0.372208 0.0 0.1 0.1 -0.245
C -1.647044 -5.436365 0.223005 0.1 0.0 -0.1 -0.061
C -2.028633 -6.741832 0.493485 -0.1 0.0 0.0 -0.047
C -3.319588 -7.007781 0.925384 0.0 0.0 0.0 -0.049
C -4.227826 -5.964882 1.079812 0.1 -0.1 0.0 -0.054
C -3.843756 -4.665661 0.806654 0.1 0.0 0.0 -0.045
H -5.166231 1.127771 1.959041 0.0 0.0 0.0 0.084
H -4.591439 -0.522229 1.747104 0.0 0.0 0.0 0.059
H -5.274717 0.356829 0.384323 0.0 0.0 0.0 0.074
H -2.672018 1.125372 1.853255 0.0 0.0 -0.1 0.010
H -3.309434 1.985200 0.464306 0.0 0.0 0.0 0.061
H -1.721684 -0.052083 -2.826815 0.0 0.0 0.0 0.057
H -1.945317 1.562854 -2.161096 0.0 0.0 0.0 0.054
H -4.221435 -0.449039 -2.745369 0.0 0.0 0.0 0.075
H -3.855867 0.982925 -3.694569 0.0 0.0 0.0 0.086
H -4.460674 1.160732 -2.057742 0.0 0.0 0.0 0.069
H -4.039509 -2.210324 -0.310593 -0.1 0.0 0.0 0.074
H 1.407905 -2.065265 -1.851343 0.0 0.0 0.0 0.022
H -0.234147 -1.839698 -2.438425 0.0 0.0 0.0 0.051
H 1.055496 -4.570799 -1.815641 0.0 0.0 0.0 0.070
H 0.773291 -3.903602 -3.414392 0.0 0.0 0.0 0.085
H -0.594083 -4.341578 -2.403597 0.0 0.0 0.0 0.072
H 1.138010 -2.435525 2.178477 0.0 0.0 0.0 -0.002
H 2.103022 -2.717483 0.742175 0.0 0.0 0.0 0.064
H 0.323415 -4.810046 2.150810 0.0 0.0 0.0 0.065
H 2.078749 -4.681291 2.287723 0.0 0.0 0.0 0.086
H 1.355206 -5.141394 0.756367 0.0 0.0 0.0 0.066
H -0.634813 -5.254212 -0.131228 -0.2 0.0 0.0 0.073
H -1.321272 -7.548299 0.364319 0.0 0.0 0.0 0.116
H -3.621392 -8.022878 1.141257 0.0 0.0 0.0 0.116
H -5.232792 -6.168051 1.421565 0.0 0.0 0.0 0.115
H -4.557457 -3.866334 0.957088 0.0 0.1 0.0 0.109
F -3.204969 4.408764 6.138362 0.0 0.0 0.0 0.113
C -2.506121 3.456429 5.530299 0.0 0.0 0.0 -0.259
C -1.235442 3.759311 5.066746 -0.1 0.0 0.0 0.022
C -0.512697 2.766597 4.431000 0.0 0.0 0.0 -0.143
C -1.058480 1.491118 4.279124 -0.1 0.1 0.1 -0.405
C -2.337181 1.212380 4.762760 0.0 0.0 0.0 -0.108
C -3.073173 2.199799 5.394326 0.1 0.1 0.0 0.025
Sb 0.035275 -0.004122 3.326600 0.1 0.0 0.3 1.557
C 1.953683 0.114803 4.135688 0.1 0.0 0.1 -0.390
C 2.087979 0.461033 5.481130 0.0 0.0 0.0 -0.104
C 3.343835 0.518275 6.059716 0.0 0.0 -0.1 0.027
C 4.447148 0.233674 5.271263 0.0 0.0 0.1 -0.261
F 5.655266 0.288780 5.821407 0.0 0.0 0.0 0.112
C 4.343322 -0.106436 3.933894 0.0 0.0 0.0 0.019
C 3.081385 -0.164369 3.367213 0.0 -0.1 -0.1 -0.127
C -0.776887 -1.818002 3.971904 0.0 -0.1 0.1 -0.384
C -2.044691 -2.211651 3.548256 -0.1 0.0 0.0 -0.125
C -2.570326 -3.426836 3.954837 0.1 0.0 0.0 0.023
C -1.796560 -4.237942 4.766200 0.0 0.0 0.0 -0.259
F -2.288132 -5.414818 5.144237 0.0 0.0 0.0 0.110
C -0.532814 -3.874444 5.199318 0.0 0.0 0.0 0.025
C -0.021240 -2.653091 4.794652 0.0 0.0 0.0 -0.098
H -0.838219 4.753205 5.216398 0.0 0.0 0.0 0.134
H 0.485231 2.993235 4.070688 0.0 0.0 0.0 0.099
H -2.762188 0.219716 4.673009 0.0 0.0 0.0 0.098
H -4.060589 2.013423 5.791084 0.0 0.0 0.0 0.134
H 1.221481 0.691993 6.088769 0.0 0.0 0.0 0.113
H 3.482099 0.778824 7.098881 0.0 0.0 0.0 0.135
H 5.237891 -0.320458 3.366967 0.0 0.0 0.0 0.132
H 2.985668 -0.438722 2.321844 0.0 0.0 0.0 0.055
H -2.640421 -1.574088 2.902892 0.0 0.0 0.0 0.088
H -3.550256 -3.759942 3.648573 -0.1 0.0 0.0 0.125
H 0.025027 -4.541098 5.841906 0.0 0.0 0.0 0.136
H 0.969829 -2.363766 5.122805 0.0 0.0 0.0 0.107
```
Positions in Å, forces in eV/Å.